No. 1
{"formula": "C21H20BrCoN6O4PSe", "method": "ωB97M-V/def2-TZVPD", "symbols": ["Co", "Se", "N", "C", "C", "C", "C", "C", "N", "C", "C", "N", "C", "C", "C", "C", "C", "N", "H", "H", "H", "H", "H", "H", "N", "C", "P", "O", "O", "C", "N", "H", "H", "H", "H", "H", "H", "H", "H", "H", "H", "Br", "C", "C", "C", "C", "C", "C", "C", "O", "O", "H", "H", "H", "H"], "coordinates": [[0.197, 0.195, -0.506], [2.675, -2.507, -7.131], [3.225, -2.710, -5.468], [2.411, -2.024, -4.713], [2.549, -1.915, -3.269], [3.522, -2.597, -2.535], [3.611, -2.385, -1.176], [2.746, -1.479, -0.582], [1.791, -0.847, -1.260], [1.666, -1.084, -2.585], [0.531, -0.457, -3.266], [-0.360, 0.199, -2.490], [-1.413, 0.770, -3.064], [-1.656, 0.696, -4.428], [-0.766, 0.012, -5.227], [0.361, -0.572, -4.642], [1.349, -1.332, -5.395], [1.320, -1.466, -6.693], [4.188, -3.278, -3.050], [4.346, -2.902, -0.576], [2.838, -1.236, 0.469], [-2.094, 1.303, -2.412], [-2.539, 1.158, -4.846], [-0.918, -0.094, -6.294], [-3.589, 3.460, 0.864], [-2.677, 2.431, 1.476], [-0.940, 2.958, 1.074], [-1.190, 4.373, 0.570], [-0.225, 2.022, 0.148], [0.055, 3.306, 2.605], [0.412, 4.767, 2.570], [-4.284, 3.820, 1.516], [-4.087, 3.115, 0.046], [-2.938, 4.234, 0.562], [-2.879, 1.437, 1.087], [-2.817, 2.405, 2.554], [0.951, 2.694, 2.609], [-0.520, 3.073, 3.498], [-0.162, 5.159, 1.777], [1.393, 4.925, 2.344], [0.207, 5.256, 3.439], [-0.054, -5.323, 6.033], [-0.250, -3.904, 4.905], [0.912, -3.308, 4.337], [0.749, -2.267, 3.474], [-0.551, -1.795, 3.165], [-1.696, -2.384, 3.750], [-1.558, -3.430, 4.613], [-0.708, -0.626, 2.219], [-1.148, 0.419, 2.688], [-0.395, -0.885, 1.013], [1.895, -3.683, 4.588], [1.618, -1.795, 3.034], [-2.683, -2.011, 3.511], [-2.423, -3.892, 5.070]], "homo_energy_ev": [-15.3864, -15.3897], "spin_multiplicity": 5, "relative_energy_kcal_mol": 1.0, "e_lumo_ha": [-0.282, -0.423], "s_squared": 6.027, "total_charge": 3, "total_energy_ha": -8140.5321, "gap_ha": [0.284, 0.143]}

***

No. 2
{"formula": "C3H12N7", "method": "ωB97M-V/def2-TZVPD", "symbols": ["C", "C", "C", "N", "N", "N", "N", "N", "N", "N", "H", "H", "H", "H", "H", "H", "H", "H", "H", "H", "H", "H"], "coordinates": [[-0.699, 1.665, 0.425], [0.599, 1.665, 0.091], [-1.629, 0.486, 0.356], [1.311, 0.570, -0.371], [-0.883, -0.629, -0.315], [-2.766, 0.600, -0.512], [2.681, 0.516, -0.398], [-1.413, -1.788, -0.121], [1.572, -1.695, 0.189], [0.824, -0.624, 0.349], [-1.179, 2.566, 0.812], [1.034, 2.629, 0.283], [-1.914, 0.107, 1.366], [-2.360, 0.834, -1.448], [-3.404, -0.252, -0.515], [3.215, 1.401, 0.072], [3.140, 0.404, -1.359], [-1.129, -2.577, -0.681], [-1.819, -2.125, 0.835], [1.535, -1.885, -0.850], [2.600, -1.552, 0.505], [0.684, -0.316, 1.286]], "homo_energy_ev": -12.7369, "spin_multiplicity": 1, "relative_energy_kcal_mol": 195.9, "e_lumo_ha": -0.115, "total_charge": 1, "total_energy_ha": -504.3408, "gap_ha": 0.353}

***

No. 3
{"formula": "C10H34O7", "method": "ωB97M-V/def2-TZVPD", "symbols": ["O", "H", "H", "O", "H", "H", "C", "C", "O", "H", "H", "H", "H", "H", "H", "C", "C", "O", "H", "H", "H", "H", "H", "H", "C", "C", "O", "H", "H", "H", "H", "H", "H", "C", "C", "O", "H", "H", "H", "H", "H", "H", "C", "C", "O", "H", "H", "H", "H", "H", "H"], "coordinates": [[-2.097, 11.331, 17.384], [-1.532, 11.488, 18.141], [-1.515, 11.414, 16.629], [0.069, 13.072, 17.536], [-0.371, 13.665, 16.928], [0.952, 13.431, 17.626], [-1.958, 13.354, 20.859], [-0.970, 12.364, 21.443], [-1.253, 12.019, 22.854], [-1.941, 14.283, 21.428], [-2.987, 12.995, 20.825], [-1.571, 13.552, 19.859], [0.092, 12.499, 21.236], [-0.866, 11.544, 20.733], [-0.667, 11.314, 23.138], [0.307, 16.624, 18.700], [0.253, 17.492, 20.081], [-1.080, 17.504, 20.384], [0.030, 15.577, 18.822], [1.326, 16.636, 18.315], [-0.165, 17.107, 17.845], [0.461, 18.524, 19.799], [0.875, 17.135, 20.901], [-1.200, 17.048, 21.220], [-6.377, 14.372, 22.082], [-5.511, 14.192, 20.936], [-6.220, 14.115, 19.673], [-7.057, 13.523, 22.144], [-6.869, 15.342, 22.005], [-5.709, 14.546, 22.926], [-5.165, 13.170, 21.086], [-4.711, 14.931, 20.895], [-5.641, 13.798, 18.976], [1.425, 7.996, 22.731], [1.267, 9.265, 22.026], [1.180, 10.303, 22.926], [2.289, 7.796, 23.364], [1.580, 7.223, 21.978], [0.559, 7.604, 23.263], [0.353, 9.278, 21.432], [2.124, 9.367, 21.361], [2.074, 10.584, 23.131], [-4.639, 11.708, 25.890], [-4.236, 12.061, 24.464], [-3.540, 13.309, 24.593], [-5.609, 12.080, 26.220], [-4.052, 12.387, 26.509], [-4.527, 10.684, 26.247], [-5.113, 12.240, 23.842], [-3.487, 11.384, 24.054], [-2.722, 13.246, 24.093]], "homo_energy_ev": [-12.5402, -12.4578], "spin_multiplicity": 2, "relative_energy_kcal_mol": 33.7, "e_lumo_ha": [-0.113, -0.361], "s_squared": 0.755, "total_charge": 1, "total_energy_ha": -927.5750, "gap_ha": [0.348, 0.097]}

***

No. 4
{"formula": "C4H18NO6", "method": "ωB97M-V/def2-TZVPD", "symbols": ["C", "C", "C", "O", "N", "C", "O", "H", "H", "H", "H", "H", "H", "H", "H", "H", "H", "H", "H", "O", "H", "H", "O", "H", "H", "O", "H", "H", "O"], "coordinates": [[-0.851, 0.626, -0.498], [-1.601, 0.690, 0.942], [-1.988, 2.124, 1.304], [-0.887, 0.073, 1.951], [0.287, -0.345, -0.502], [-0.074, -1.783, -0.435], [-0.297, -2.210, 0.864], [-0.382, 1.584, -0.665], [-1.589, 0.156, -1.161], [-2.574, 0.181, 0.814], [-2.770, 2.087, 2.072], [-1.249, 2.722, 1.873], [-2.380, 2.625, 0.427], [-0.647, -1.392, 1.381], [0.858, -0.145, 0.309], [0.775, -2.304, -0.860], [-0.949, -2.055, -1.012], [2.698, 1.264, -0.199], [2.637, 1.581, 1.271], [3.072, 1.863, 0.447], [3.287, -0.628, -1.941], [1.984, -0.823, -2.294], [2.844, -0.956, -2.751], [0.447, 0.170, 2.279], [1.776, -0.568, 2.867], [1.538, 0.195, 2.318], [-0.996, -1.067, -3.466], [-1.273, -2.066, -2.299], [-1.695, -1.600, -3.037]], "homo_energy_ev": -4.8219, "spin_multiplicity": 1, "relative_energy_kcal_mol": 26.6, "e_lumo_ha": 0.123, "total_charge": -1, "total_energy_ha": -669.4134, "gap_ha": 0.300}

***

No. 5
{"formula": "C5H6N", "method": "ωB97M-V/def2-TZVPD", "symbols": ["C", "C", "C", "C", "C", "N", "H", "H", "H", "H", "H", "H"], "coordinates": [[-1.674, -0.893, -2.072], [0.900, 0.459, -0.051], [0.665, 0.617, 1.440], [-0.319, -0.466, -0.037], [-0.691, 0.130, 1.296], [-1.107, -0.635, -1.110], [-2.319, -1.060, -2.813], [0.720, 1.404, -0.612], [1.831, 0.084, -0.419], [1.211, -0.064, 2.082], [0.722, 1.727, 1.876], [0.062, -1.303, 0.421]], "homo_energy_ev": [-12.4865, -16.2956], "spin_multiplicity": 3, "relative_energy_kcal_mol": 75.8, "e_lumo_ha": [-0.184, -0.202], "s_squared": 2.005, "total_charge": 1, "total_energy_ha": -248.3384, "gap_ha": [0.274, 0.397]}

***

No. 6
{"formula": "CIO4S", "method": "ωB97M-V/def2-TZVPD", "symbols": ["C", "O", "O", "O", "O", "S", "I"], "coordinates": [[0.801, -0.892, -0.071], [-1.902, -0.099, 0.872], [0.800, -2.066, 0.007], [-1.169, 0.622, -1.409], [-0.334, 1.751, 0.585], [-0.927, 0.594, -0.014], [2.731, 0.089, 0.029]], "homo_energy_ev": -4.7681, "spin_multiplicity": 1, "relative_energy_kcal_mol": 6.8, "e_lumo_ha": 0.109, "total_charge": -1, "total_energy_ha": -1035.0132, "gap_ha": 0.284}